Here is 4 unconnected molecules or ions with the total composition C5H17NO5 in a non-equilibrium geometry from the Open Molecules 2025 dataset. Energies are from wB97M-V/def2-TZVPD.

Positions of all 28 atoms, in Å:
C1 -1.17422 0.43092 2.12726
C2 -0.85197 -0.66241 1.12189
N1 0.16156 -0.24328 0.15180
C3 1.25897 0.51734 0.60306
C4 0.24965 -1.28342 -0.85535
C5 1.12777 -0.85238 -1.99911
O1 2.25966 -0.48005 -1.94324
O2 0.51613 -0.99437 -3.20947
H1 -0.38589 0.55852 2.93404
H2 -2.20577 0.11854 2.63853
H3 -1.38668 1.36029 1.56780
H4 -1.80755 -0.89922 0.59460
H5 -0.58253 -1.62201 1.51139
H6 2.13243 0.62737 -0.08571
H7 1.61980 0.27416 1.55947
H8 0.84380 1.57061 0.78113
H9 -0.82127 -1.55690 -1.37878
H10 0.62514 -2.24001 -0.52413
H11 0.95966 -0.60489 -4.01816
O3 -1.20972 2.79430 -0.04280
H12 -0.92432 2.00903 -0.49707
H13 -1.55594 3.55968 -0.35399
O4 -1.61536 1.33296 -2.86391
H14 -2.59495 1.30004 -2.73606
H15 -1.19558 0.51906 -2.49840
O5 2.02086 -2.07241 2.18236
H16 2.96795 -1.76134 2.26940
H17 1.56837 -1.70012 2.96343

Properties
Structure (SMILES): CCN(C)CC(=O)O.O.O.O
HOMO-LUMO gap in Ha: 0.3259
Electronic energy in eV: -17186.68398

Results of the natural (NBO) charge analysis, in e, for atoms 1 through 5: C -0.6422; C -0.2105; N -0.4834; C -0.4309; C -0.3071